{
  "formula": "C3H8NO",
  "method": "wB97M-V/def2-TZVPD",
  "symbols": ["C", "N", "H", "H", "H", "H", "O", "C", "C", "H", "H", "H", "H"],
  "positions_angstrom": [[-1.08618, -0.14377, -2.12066], [-1.30121, 1.03918, -1.68492], [-0.48675, -0.80486, -1.41060], [-1.56790, -0.65517, -3.05354], [-1.86676, 1.82953, -2.10658], [-0.78821, 1.45994, -0.91251], [0.64449, 0.36397, 0.02209], [0.90553, 0.37017, 1.22879], [1.03819, -0.94141, 1.87768], [1.14158, 1.53667, 1.66965], [2.01790, -1.43959, 1.79191], [0.30783, -1.76258, 1.64538], [1.04150, -0.85210, 3.05332]],
  "atomic_forces_ev_per_a": [[-0.56, -1.72, 0.36], [-0.79, 1.85, -1.38], [-0.46, 1.10, -1.27], [0.77, 1.61, 1.70], [0.47, -1.84, -0.25], [0.50, -1.08, 0.53], [-0.18, 0.53, 1.26], [0.67, 2.40, -2.09], [0.20, -1.39, 4.57], [-0.59, -3.52, -0.33], [0.00, 0.66, -0.70], [0.35, 1.31, -0.28], [-0.38, 0.08, -2.12]],
  "nbo_charge": [0.137, -0.598, 0.271, 0.260, 0.447, 0.464, -0.648, 0.461, -0.774, 0.176, 0.288, 0.264, 0.253],
  "charge": 1,
  "homo_lumo_gap_ev": 9.10,
  "total_energy_ha": -248.77233,
  "max_force_ev_per_a": 4.78,
  "e_homo_ha": -0.52359,
  "de_lowest_kj_mol": 166.89
}


{
  "formula": "C3H8NO",
  "method": "wB97M-V/def2-TZVPD",
  "symbols": ["C", "N", "H", "H", "H", "H", "O", "C", "C", "H", "H", "H", "H"],
  "positions_angstrom": [[-2.05544, 0.69156, 2.14653], [-0.82306, 0.70811, 1.69400], [-2.46465, -0.31093, 2.23512], [-2.53966, 1.71388, 1.93341], [-0.49639, 1.64498, 1.34182], [-0.39270, -0.10196, 1.29141], [0.68173, -0.68886, 0.15654], [1.40092, -0.84527, -0.80663], [1.17253, -0.47911, -2.13217], [2.38458, -1.29437, -0.52972], [2.11685, -0.18469, -2.52224], [0.38731, -1.28011, -2.56302], [0.62797, 0.42676, -2.24506]],
  "atomic_forces_ev_per_a": [[2.23, 1.53, -3.15], [-3.15, 2.68, 0.50], [-0.56, 0.41, 0.69], [0.00, -1.89, 1.60], [0.07, -1.47, 0.61], [1.27, -1.07, -0.07], [-0.97, 0.10, 0.17], [1.73, -0.97, 3.76], [-2.66, -0.53, -2.58], [-0.23, -0.05, -0.62], [0.76, -1.02, -1.51], [2.50, 1.39, 0.16], [-0.99, 0.88, 0.46]],
  "nbo_charge": [0.121, -0.566, 0.245, 0.253, 0.432, 0.471, -0.643, 0.493, -0.756, 0.141, 0.262, 0.296, 0.251],
  "charge": 1,
  "homo_lumo_gap_ev": 8.69,
  "total_energy_ha": -248.76713,
  "max_force_ev_per_a": 4.25,
  "e_homo_ha": -0.52338,
  "de_lowest_kj_mol": 180.55
}


{
  "formula": "C3H8NO",
  "method": "wB97M-V/def2-TZVPD",
  "symbols": ["C", "C", "C", "N", "O", "H", "H", "H", "H", "H", "H", "H", "H"],
  "positions_angstrom": [[0.73820, 0.85386, -0.74984], [-0.23182, 0.04693, -0.00022], [-0.38109, -1.49565, 0.02527], [0.80028, 0.89202, 0.73019], [-1.62476, 0.82912, 0.03971], [1.57983, 0.25803, -1.13728], [0.80205, 1.89002, -1.05616], [0.64510, -1.88923, -0.25072], [-1.21882, -1.69571, -0.50662], [-0.68479, -1.91052, 0.99409], [1.52163, 0.43965, 1.31620], [0.20418, 1.47716, 1.18449], [-2.14998, 0.30431, -0.58910]],
  "atomic_forces_ev_per_a": [[1.41, -0.29, 0.58], [5.09, -3.75, 0.88], [3.90, 2.30, 2.11], [1.34, -4.02, -0.20], [-5.13, 3.31, -0.27], [-0.26, 0.14, -0.30], [-0.97, 0.16, -0.90], [-1.49, -0.40, -0.25], [-1.93, -1.18, -2.71], [0.52, 0.55, 0.23], [-0.14, 0.35, -0.63], [-1.17, 2.91, 2.02], [-1.18, -0.07, -0.55]],
  "lowdin_spin": [0.133, 0.473, 0.050, 0.079, 1.117, 0.025, 0.019, 0.022, 0.004, 0.003, 0.015, 0.011, 0.048],
  "s2": 2.01,
  "spin_multiplicity": 3,
  "charge": 1,
  "homo_lumo_gap_ev": [6.16, 8.50],
  "total_energy_ha": -248.50899,
  "max_force_ev_per_a": 6.38,
  "e_homo_ha": [-0.34470, -0.62725],
  "de_lowest_kj_mol": 366.64
}


{
  "formula": "C3H8NO",
  "method": "wB97M-V/def2-TZVPD",
  "symbols": ["C", "C", "C", "N", "H", "H", "H", "H", "H", "H", "H", "H", "O"],
  "positions_angstrom": [[1.07436, 0.41668, 0.81702], [0.55113, 0.22989, 2.04414], [0.53251, 0.82308, -1.52595], [0.33363, 0.23649, -0.36381], [2.09582, 0.88103, 0.47241], [-0.14919, -0.52097, 2.31047], [0.97725, 0.95207, 2.75324], [-0.16734, 0.79088, -2.19754], [1.28660, 1.63293, -1.64160], [-0.58956, -0.23792, -0.30333], [-1.77586, -2.18599, -1.23240], [-2.78321, -1.16882, -0.64890], [-1.77224, -1.32707, -0.62212]],
  "atomic_forces_ev_per_a": [[2.37, 1.66, -5.29], [0.91, 0.80, 1.63], [4.23, 2.01, 5.25], [-0.16, 0.32, 0.01], [-1.55, -0.78, 1.74], [-0.88, -0.58, 0.31], [-0.31, -0.46, 0.48], [-4.03, -0.98, -4.07], [0.12, -1.05, 0.01], [-0.69, -1.15, -0.19], [0.56, 2.42, 1.86], [2.15, 0.08, 0.41], [-2.71, -2.30, -2.14]],
  "lowdin_spin": [0.336, 0.421, 0.116, 0.062, 0.013, 0.018, 0.022, 0.006, 0.002, 0.000, 0.000, 0.000, 0.003],
  "s2": 0.76,
  "spin_multiplicity": 2,
  "charge": 2,
  "homo_lumo_gap_ev": [8.65, 6.18],
  "total_energy_ha": -248.23065,
  "max_force_ev_per_a": 7.04,
  "e_homo_ha": [-0.75573, -0.75556],
  "de_lowest_kj_mol": 205.23
}


{
  "formula": "C3H8NO2",
  "method": "wB97M-V/def2-TZVPD",
  "symbols": ["N", "C", "C", "O", "C", "O", "H", "H", "H", "H", "H", "H", "H", "H"],
  "positions_angstrom": [[1.45039, 0.93902, -0.70443], [0.03036, 0.46545, -0.23748], [-0.84438, -0.15402, -1.30620], [-2.20394, -0.43562, -0.92229], [-0.02781, -0.42735, 1.07991], [1.18771, -0.53128, 1.95582], [1.45947, 1.94398, -0.54978], [2.14962, 0.76024, 0.00472], [-0.32920, 1.47459, 0.05697], [-0.90770, 0.42645, -2.22249], [-0.09059, -0.96428, -1.69175], [-0.90556, 0.05612, 1.58479], [-0.33141, -1.53295, 0.78435], [1.98351, -0.30657, 1.47867]],
  "atomic_forces_ev_per_a": [[-0.64, -0.50, 0.33], [1.29, 2.02, 1.47], [-1.48, -1.30, -0.52], [3.12, 0.03, -0.08], [-0.20, -1.41, -1.13], [-1.93, 0.48, -0.36], [-0.51, 0.13, -0.62], [0.21, -0.97, 0.14], [-0.77, -0.74, 0.05], [0.44, 1.00, -0.20], [-1.26, -0.21, 0.57], [1.13, -0.90, 0.30], [0.59, 2.32, 0.54], [-0.02, 0.06, -0.48]],
  "nbo_charge": [-0.844, -0.077, -0.067, -0.970, -0.091, -0.763, 0.334, 0.309, 0.142, 0.126, 0.066, 0.200, 0.184, 0.450],
  "charge": -1,
  "homo_lumo_gap_ev": 6.03,
  "total_energy_ha": -324.26384,
  "max_force_ev_per_a": 3.13,
  "e_homo_ha": -0.08787,
  "de_lowest_kj_mol": 397.87
}


{
  "formula": "C3H8NO2",
  "method": "wB97M-V/def2-TZVPD",
  "symbols": ["N", "C", "C", "O", "C", "O", "H", "H", "H", "H", "H", "H", "H", "H"],
  "positions_angstrom": [[-0.02728, -1.18665, -1.18191], [0.17341, -0.31281, 0.02810], [-0.71662, -0.62217, 1.20984], [-0.06222, -0.23181, 2.38155], [-0.05934, 1.10791, -0.47833], [0.78282, 1.40613, -1.60929], [-1.03062, -1.18343, -1.38191], [0.24484, -2.13063, -0.96069], [1.19827, -0.44662, 0.36935], [-1.00122, -1.67834, 1.33949], [-1.67455, -0.05515, 1.11447], [0.14035, 1.76097, 0.36899], [-1.10277, 1.15216, -0.81185], [0.85896, 0.50991, -1.99182]],
  "atomic_forces_ev_per_a": [[-0.12, 0.66, 0.03], [-0.39, -0.63, -1.28], [0.71, 1.04, 2.87], [-0.46, 0.01, -0.73], [0.43, -0.58, 0.03], [-0.13, -0.43, 0.44], [0.30, -0.22, 0.05], [-0.09, -0.25, 0.10], [0.09, 0.07, -0.03], [-0.03, -0.51, -0.88], [-0.19, -0.12, -0.43], [-0.09, 0.34, -0.23], [-0.13, 0.29, 0.22], [0.10, 0.34, -0.15]],
  "nbo_charge": [-0.888, -0.107, -0.072, -0.992, -0.074, -0.763, 0.343, 0.354, 0.197, 0.102, 0.086, 0.201, 0.132, 0.479],
  "charge": -1,
  "homo_lumo_gap_ev": 6.35,
  "total_energy_ha": -324.31649,
  "max_force_ev_per_a": 3.14,
  "e_homo_ha": -0.08233,
  "de_lowest_kj_mol": 259.64
}


{
  "formula": "C3H8NO2",
  "method": "wB97M-V/def2-TZVPD",
  "symbols": ["O", "C", "C", "O", "C", "N", "H", "H", "H", "H", "H", "H", "H", "H"],
  "positions_angstrom": [[-2.07744, 0.03276, -0.40224], [-1.11056, 0.64421, 0.40319], [0.12157, -0.26188, 0.11420], [-0.13962, -1.57255, 0.10681], [1.48193, -0.02956, 0.46955], [1.15208, 0.23448, -0.97612], [-2.87313, -0.21156, 0.12586], [-0.83078, 1.59494, 0.09007], [-1.42149, 0.42030, 1.52637], [-1.10849, -1.67549, 0.12118], [1.95611, 0.91890, 0.76616], [2.20897, -0.79882, 0.56036], [1.16179, 1.21284, -1.32785], [1.47905, -0.50859, -1.57753]],
  "atomic_forces_ev_per_a": [[-1.70, -0.07, 0.15], [0.22, -4.04, 2.03], [-0.71, 0.06, 1.61], [-0.39, -0.23, -0.32], [2.61, 3.20, -0.59], [-0.66, -0.46, -0.53], [0.75, 0.59, -0.69], [-0.23, 2.15, 0.00], [1.14, 1.32, -2.06], [0.16, -0.12, -0.60], [-0.98, -0.43, 1.01], [-0.04, -1.03, 0.29], [-0.04, -1.15, 0.28], [-0.14, 0.19, -0.58]],
  "nbo_charge": [-0.715, -0.081, 0.416, -0.639, -0.244, -0.584, 0.506, 0.197, 0.226, 0.514, 0.250, 0.261, 0.450, 0.446],
  "charge": 1,
  "homo_lumo_gap_ev": 12.39,
  "total_energy_ha": -324.02045,
  "max_force_ev_per_a": 4.53,
  "e_homo_ha": -0.58058,
  "de_lowest_kj_mol": 280.48
}


{
  "formula": "C3H8NO2",
  "method": "wB97M-V/def2-TZVPD",
  "symbols": ["C", "N", "C", "O", "C", "O", "H", "H", "H", "H", "H", "H", "H", "H"],
  "positions_angstrom": [[1.51326, -0.07525, -0.02689], [0.25068, 0.23028, -0.75643], [-1.00375, -0.33892, -0.14412], [-0.94566, -1.66578, -0.08646], [-1.78090, 0.55679, 0.78729], [-2.20967, 0.31112, -0.56358], [1.43295, -0.39440, 1.04902], [2.04498, -0.77368, -0.52807], [2.21688, 0.80437, -0.08448], [0.30785, -0.24601, -1.62478], [0.29530, 1.23670, -0.85221], [-1.58383, -2.10125, -0.69520], [-2.44179, 0.22495, 1.59393], [-1.25170, 1.54484, 0.97122]],
  "atomic_forces_ev_per_a": [[0.89, 2.20, 2.65], [0.12, -0.32, 1.46], [-2.89, 2.08, 1.43], [-0.03, -0.93, -0.58], [1.89, 0.64, -0.18], [1.69, -0.43, -0.03], [-0.56, 0.48, -1.22], [1.25, -2.66, -1.54], [-1.14, -0.53, 0.25], [0.16, -0.05, -1.56], [-1.03, 0.28, -0.45], [0.40, 0.43, 0.42], [0.37, -0.26, -0.41], [-1.12, -0.94, -0.24]],
  "nbo_charge": [-0.443, -0.523, 0.592, -0.676, -0.110, -0.447, 0.264, 0.234, 0.245, 0.445, 0.459, 0.530, 0.244, 0.187],
  "charge": 1,
  "homo_lumo_gap_ev": 12.03,
  "total_energy_ha": -324.01570,
  "max_force_ev_per_a": 3.84,
  "e_homo_ha": -0.57303,
  "de_lowest_kj_mol": 292.93
}


{
  "formula": "C3H8NO2",
  "method": "wB97M-V/def2-TZVPD",
  "symbols": ["C", "C", "C", "N", "O", "O", "H", "H", "H", "H", "H", "H", "H", "H"],
  "positions_angstrom": [[2.75708, 0.07320, 0.81481], [-1.48486, 0.50684, -1.65918], [-1.55098, -0.01325, -0.39781], [-1.05038, 0.70429, 0.65313], [2.82138, -1.23783, 0.96568], [-1.83766, -1.23638, -0.11429], [1.77359, 0.44919, 1.01391], [3.60070, 0.48187, 0.42543], [-1.68476, 0.08272, -2.62060], [-1.02892, 1.49206, -1.81323], [-1.16008, 0.44462, 1.58182], [1.96957, -1.67099, 1.42285], [-0.83519, 1.64989, 0.49136], [-2.28951, -1.72622, -0.76389]],
  "atomic_forces_ev_per_a": [[-2.82, -6.56, 1.21], [0.54, 0.87, 0.87], [1.25, 2.61, -4.02], [1.11, -0.26, -0.29], [-1.57, 2.61, 0.97], [-0.09, -1.98, 3.10], [-0.35, 1.17, 0.17], [2.44, 1.52, -1.06], [-0.47, -0.93, 0.12], [-0.43, -0.17, 0.51], [-0.77, -0.62, 1.56], [2.03, 1.27, -1.42], [-0.08, 1.01, -0.22], [-0.81, -0.55, -1.53]],
  "nbo_charge": [0.455, -0.659, 0.489, -0.856, -0.486, -0.672, 0.224, 0.218, 0.224, 0.195, 0.392, 0.569, 0.397, 0.510],
  "charge": 1,
  "homo_lumo_gap_ev": 3.41,
  "total_energy_ha": -323.94918,
  "max_force_ev_per_a": 7.25,
  "e_homo_ha": -0.40279,
  "de_lowest_kj_mol": 467.58
}


- What is the formula in the first record?
  C3H8NO


What did the third record say?
{
  "formula": "C3H8NO",
  "method": "wB97M-V/def2-TZVPD",
  "symbols": ["C", "C", "C", "N", "O", "H", "H", "H", "H", "H", "H", "H", "H"],
  "positions_angstrom": [[0.73820, 0.85386, -0.74984], [-0.23182, 0.04693, -0.00022], [-0.38109, -1.49565, 0.02527], [0.80028, 0.89202, 0.73019], [-1.62476, 0.82912, 0.03971], [1.57983, 0.25803, -1.13728], [0.80205, 1.89002, -1.05616], [0.64510, -1.88923, -0.25072], [-1.21882, -1.69571, -0.50662], [-0.68479, -1.91052, 0.99409], [1.52163, 0.43965, 1.31620], [0.20418, 1.47716, 1.18449], [-2.14998, 0.30431, -0.58910]],
  "atomic_forces_ev_per_a": [[1.41, -0.29, 0.58], [5.09, -3.75, 0.88], [3.90, 2.30, 2.11], [1.34, -4.02, -0.20], [-5.13, 3.31, -0.27], [-0.26, 0.14, -0.30], [-0.97, 0.16, -0.90], [-1.49, -0.40, -0.25], [-1.93, -1.18, -2.71], [0.52, 0.55, 0.23], [-0.14, 0.35, -0.63], [-1.17, 2.91, 2.02], [-1.18, -0.07, -0.55]],
  "lowdin_spin": [0.133, 0.473, 0.050, 0.079, 1.117, 0.025, 0.019, 0.022, 0.004, 0.003, 0.015, 0.011, 0.048],
  "s2": 2.01,
  "spin_multiplicity": 3,
  "charge": 1,
  "homo_lumo_gap_ev": [6.16, 8.50],
  "total_energy_ha": -248.50899,
  "max_force_ev_per_a": 6.38,
  "e_homo_ha": [-0.34470, -0.62725],
  "de_lowest_kj_mol": 366.64
}


Copy entry 3 word for word.
{
  "formula": "C3H8NO",
  "method": "wB97M-V/def2-TZVPD",
  "symbols": ["C", "C", "C", "N", "O", "H", "H", "H", "H", "H", "H", "H", "H"],
  "positions_angstrom": [[0.73820, 0.85386, -0.74984], [-0.23182, 0.04693, -0.00022], [-0.38109, -1.49565, 0.02527], [0.80028, 0.89202, 0.73019], [-1.62476, 0.82912, 0.03971], [1.57983, 0.25803, -1.13728], [0.80205, 1.89002, -1.05616], [0.64510, -1.88923, -0.25072], [-1.21882, -1.69571, -0.50662], [-0.68479, -1.91052, 0.99409], [1.52163, 0.43965, 1.31620], [0.20418, 1.47716, 1.18449], [-2.14998, 0.30431, -0.58910]],
  "atomic_forces_ev_per_a": [[1.41, -0.29, 0.58], [5.09, -3.75, 0.88], [3.90, 2.30, 2.11], [1.34, -4.02, -0.20], [-5.13, 3.31, -0.27], [-0.26, 0.14, -0.30], [-0.97, 0.16, -0.90], [-1.49, -0.40, -0.25], [-1.93, -1.18, -2.71], [0.52, 0.55, 0.23], [-0.14, 0.35, -0.63], [-1.17, 2.91, 2.02], [-1.18, -0.07, -0.55]],
  "lowdin_spin": [0.133, 0.473, 0.050, 0.079, 1.117, 0.025, 0.019, 0.022, 0.004, 0.003, 0.015, 0.011, 0.048],
  "s2": 2.01,
  "spin_multiplicity": 3,
  "charge": 1,
  "homo_lumo_gap_ev": [6.16, 8.50],
  "total_energy_ha": -248.50899,
  "max_force_ev_per_a": 6.38,
  "e_homo_ha": [-0.34470, -0.62725],
  "de_lowest_kj_mol": 366.64
}